1.
{"formula": "C4H10I2NP", "method": "ωB97M-V with the def2-TZVPD basis set", "species": ["C", "C", "C", "C", "N", "P", "I", "I", "H", "H", "H", "H", "H", "H", "H", "H", "H", "H"], "coordinates": [[-1.599, 1.751, -1.153], [2.023, 0.304, 0.375], [0.437, -1.894, -0.929], [-0.485, -0.652, 1.648], [-0.396, 1.117, -0.753], [0.236, 0.006, 0.077], [-1.468, -2.574, -1.569], [-0.872, 1.371, 2.659], [-1.336, 2.812, -1.131], [-2.274, 1.705, -0.306], [-2.149, 1.574, -2.030], [2.357, 1.032, 1.031], [2.581, -0.678, 0.536], [2.466, 0.926, -0.488], [0.609, -2.737, -0.361], [1.259, -1.775, -1.638], [0.122, -1.112, 2.374], [-1.511, -1.177, 1.659]], "homo_lumo_gap_ha": 0.3054, "homo_ev": -8.5, "total_energy_ev": -31287.811, "relative_energy_ev": 0.000, "max_force_ha_per_bohr": 0.069, "mol_weight_g_mol": 356.9}



2.
{"formula": "C4H10INO2", "method": "ωB97M-V with the def2-TZVPD basis set", "species": ["C", "C", "C", "C", "N", "O", "O", "I", "H", "H", "H", "H", "H", "H", "H", "H", "H", "H"], "coordinates": [[-0.094, -2.876, 0.987], [1.794, 0.557, 2.039], [-1.463, 1.961, -2.324], [0.582, 0.564, 0.029], [-0.670, 0.646, -0.537], [0.735, 0.601, 1.305], [-0.998, 2.003, -0.998], [2.218, 0.764, -1.293], [-0.054, -3.956, 0.922], [-1.119, -2.548, 0.871], [0.511, -2.450, 0.197], [2.785, 0.587, 1.616], [0.284, -2.557, 1.948], [1.631, 0.395, 3.086], [-2.412, 1.416, -2.390], [-0.730, 1.496, -2.987], [-1.608, 3.002, -2.609], [-1.391, 0.397, 0.139]], "homo_lumo_gap_ha": [0.2959, 0.2809], "homo_ev": [-7.6, -7.3], "total_energy_ev": -17990.317, "relative_energy_ev": 2.208, "max_force_ha_per_bohr": 0.042, "mol_weight_g_mol": 231.0}



3.
{"formula": "C4H10InO2", "method": "ωB97M-V with the def2-TZVPD basis set", "species": ["In", "C", "C", "O", "H", "H", "H", "H", "H", "C", "C", "O", "H", "H", "H", "H", "H"], "coordinates": [[-30.700, -28.269, 23.599], [-31.753, -23.589, 25.404], [-31.831, -24.232, 23.986], [-30.825, -25.276, 23.719], [-32.641, -22.967, 25.512], [-30.816, -23.073, 25.614], [-31.906, -24.422, 26.090], [-31.743, -23.396, 23.292], [-32.792, -24.744, 23.948], [-34.977, -30.617, 24.252], [-33.831, -30.189, 25.290], [-32.519, -30.283, 24.862], [-35.673, -29.793, 24.101], [-35.538, -31.514, 24.513], [-34.574, -30.820, 23.260], [-33.994, -30.554, 26.304], [-34.136, -29.156, 25.453]], "homo_lumo_gap_ha": [0.3065, 0.1181], "homo_ev": [-9.2, -6.2], "total_energy_ev": -13573.259, "multiplicity": 2, "max_force_ha_per_bohr": 0.047, "mol_weight_g_mol": 204.9}